# 1
DFT (wB97M-V/def2-TZVPD) results for C5H4N4O in the gas phase.

Element x y z (Å)
O (0.520, -2.576, -1.702)
C (0.267, -1.606, -0.990)
N (0.942, -1.384, 0.164)
N (0.306, -0.274, 0.801)
C (-0.507, 0.348, -0.266)
C (-1.260, 1.461, -0.065)
N (-2.275, 1.611, -0.895)
C (-2.549, 0.765, -1.909)
N (-1.753, -0.235, -2.164)
C (-0.723, -0.514, -1.288)
H (1.293, -2.210, 0.686)
H (0.026, -0.175, 1.803)
H (-1.123, 2.013, 0.916)
H (-3.522, 0.713, -2.378)

net charge: 0
gap between HOMO and LUMO: 8.39 eV
relative energy (zero: lowest compared OMol25 entry of this formula, charge and spin): 2.0188 eV
SMILES string: O=c1[nH][nH]c2cncnc12
E_HOMO: -8.77 eV



# 2
DFT (wB97M-V/def2-TZVPD) results for a 2-piece molecular cluster, C4H8O2 overall.

Element x y z (Å)
O (-1.763, -0.045, -1.278)
C (-0.672, -0.438, -0.958)
C (0.134, 0.223, 0.061)
C (1.638, 0.057, -0.041)
O (1.665, -1.083, 0.805)
C (0.272, -1.002, 1.088)
H (-0.275, -1.344, -1.452)
H (-0.263, 1.181, 0.413)
H (2.194, 0.891, 0.393)
H (2.067, -0.177, -1.020)
H (-0.198, -1.992, 0.933)
H (0.045, -0.651, 2.094)
H (-2.411, 1.828, -0.623)
H (-2.433, 2.554, -0.414)

net charge: 0
gap between HOMO and LUMO: 10.78 eV
relative energy (zero: lowest compared OMol25 entry of this formula, charge and spin): 3.5487 eV
SMILES string: O=CC1COC1.[H][H]
E_HOMO: -9.81 eV



# 3
DFT (wB97M-V/def2-TZVPD) results for a 2-piece molecular cluster, H4O2 overall.

Element x y z (Å)
O (-1.280, -0.230, -0.137)
H (-1.490, -0.225, 0.806)
H (-1.102, 0.729, -0.371)
O (1.663, -0.181, -0.042)
H (0.940, -0.770, -0.339)
H (1.269, 0.678, 0.084)

net charge: 0
gap between HOMO and LUMO: 11.81 eV
relative energy (zero: lowest compared OMol25 entry of this formula, charge and spin): 0.1975 eV
SMILES string: O.O
E_HOMO: -11.26 eV